(1)
Computed, not measured: C24H60In2N4NaO16P2 as an isolated structure in a non-equilibrium geometry, with ωB97M-V with the def2-TZVPD basis set.

Calculated values
HOMO level = -10.0 eV
energy above the lowest of the compared OMol25 structures with the same formula, charge and spin = 257.3 kcal per mole
spin multiplicity = 1
gap between HOMO and LUMO = 0.1329 hartree
net charge = +1

Atoms and positions in Å:
In (0.930125, -2.833276, -3.045887)
In (-3.342645, 2.673432, -3.522821)
Na (4.378505, 2.987459, 1.704829)
P (0.913082, 1.714814, -0.534660)
O (0.754085, 3.121516, 0.005221)
O (0.978969, 1.783081, -2.126256)
O (-0.328667, 0.885703, -0.466127)
O (2.099590, 0.770219, -0.162254)
P (-4.115629, -1.943008, -5.465734)
O (-5.143176, -0.791529, -5.750493)
O (-2.721178, -1.310977, -5.865480)
O (-4.308777, -3.304519, -6.118734)
O (-3.762773, -2.077787, -3.933410)
C (5.615867, 6.120837, -0.185480)
O (4.905511, 6.035446, 1.058161)
C (5.033099, 7.267980, 1.791221)
C (4.663533, 7.126108, 3.254616)
N (3.269554, 6.707637, 3.343171)
C (2.836343, 6.179362, 4.583200)
C (3.473162, 4.963893, 5.212127)
O (3.353015, 3.830735, 4.284365)
C (2.043456, 3.389488, 4.176802)
H (5.623032, 5.202612, -0.772771)
H (6.680136, 6.352649, -0.144317)
H (5.399328, 6.929346, -0.883713)
H (4.409512, 8.076026, 1.408735)
H (6.046481, 7.669414, 1.794385)
H (4.657354, 8.162001, 3.593703)
H (5.426470, 6.634787, 3.858467)
H (2.881665, 6.187820, 2.568941)
H (1.772038, 5.969189, 4.477525)
H (2.911115, 6.823354, 5.459442)
H (3.100985, 4.667430, 6.192784)
H (4.536228, 5.176137, 5.325878)
H (1.372192, 3.914610, 3.497276)
H (1.481916, 3.278888, 5.104453)
H (2.084637, 2.334440, 3.906095)
C (-6.579984, 2.499196, -0.028396)
O (-5.474126, 3.398181, -0.088623)
C (-4.754650, 3.497003, 1.148487)
C (-4.277858, 4.946261, 1.285738)
N (-3.482350, 5.386429, 0.097255)
C (-3.212413, 6.826296, 0.067373)
C (-2.484316, 7.060194, -1.229167)
O (-3.067380, 6.662894, -2.498431)
C (-3.889909, 7.557473, -3.148752)
H (-6.997083, 2.264479, -1.007715)
H (-7.375287, 2.951694, 0.563917)
H (-6.257704, 1.608465, 0.510901)
H (-3.996276, 2.720734, 1.046627)
H (-5.389114, 3.328160, 2.018574)
H (-3.809724, 5.002235, 2.268503)
H (-5.161012, 5.572110, 1.413959)
H (-2.527491, 5.078724, 0.214206)
H (-2.484751, 7.235626, 0.768124)
H (-4.111061, 7.423193, 0.223072)
H (-1.570279, 6.466692, -1.209021)
H (-2.088298, 8.075516, -1.209639)
H (-4.663590, 7.960076, -2.494976)
H (-4.128007, 7.203647, -4.151872)
H (-3.275057, 8.455804, -3.203960)
C (5.748768, -1.088804, -3.731414)
O (5.425378, -2.419898, -3.337624)
C (6.493822, -3.317606, -3.652402)
C (6.041475, -4.796170, -3.887369)
N (5.014418, -5.318554, -2.974938)
C (5.630203, -5.912282, -1.792181)
C (4.537099, -6.331719, -0.783169)
O (4.198259, -5.056224, -0.287910)
C (3.463687, -5.023943, 0.942800)
H (5.371904, -0.793398, -4.710600)
H (6.794486, -0.874601, -3.510748)
H (5.190492, -0.478530, -3.021495)
H (7.132698, -3.203565, -2.776654)
H (6.975652, -2.927083, -4.548748)
H (6.928412, -5.403054, -4.069436)
H (5.402734, -4.738530, -4.768722)
H (4.522942, -6.021762, -3.507907)
H (6.227117, -5.086367, -1.405304)
H (6.349046, -6.686801, -2.059557)
H (4.849880, -7.097060, -0.072867)
H (3.636699, -6.695264, -1.278358)
H (4.171506, -5.440817, 1.659260)
H (2.644490, -5.720933, 0.766139)
H (3.118900, -4.012566, 1.158106)
C (-6.055566, -5.644757, 3.740348)
O (-5.029156, -6.083646, 2.978960)
C (-4.606059, -5.076729, 2.065976)
C (-3.236932, -5.454070, 1.428807)
N (-3.413591, -5.797206, 0.013329)
C (-4.213570, -7.007913, -0.229307)
C (-3.436629, -8.297161, 0.288587)
O (-4.296898, -9.464501, 0.074118)
C (-4.211291, -9.923612, -1.288225)
H (-5.704558, -4.763466, 4.277198)
H (-6.341850, -6.411482, 4.460268)
H (-7.006710, -5.350614, 3.296605)
H (-4.250660, -4.234690, 2.659915)
H (-5.346915, -4.750442, 1.336062)
H (-2.905500, -6.329618, 1.987075)
H (-2.499432, -4.652489, 1.387793)
H (-3.979415, -5.128791, -0.489830)
H (-4.383875, -7.224964, -1.283806)
H (-5.247177, -6.951816, 0.112180)
H (-3.071857, -8.301467, 1.315730)
H (-2.587702, -8.287691, -0.395027)
H (-4.721720, -10.885171, -1.342669)
H (-3.287106, -10.084126, -1.843386)
H (-4.886311, -9.304442, -1.879045)

Force components x, y, z for each atom (eV/Å):
-0.058 0.133 0.038
-0.071 -0.142 0.197
-0.381 0.414 0.236
-0.063 -1.032 -2.447
0.841 -0.827 0.000
2.261 1.304 0.151
-2.019 -1.231 2.590
-0.844 1.831 -0.250
-0.124 0.793 -0.324
1.602 -1.930 0.464
-0.881 -0.207 0.917
-0.266 1.431 0.827
0.044 0.251 -1.546
1.036 0.190 -0.823
0.821 0.553 -0.752
0.341 0.156 0.780
-0.986 0.756 -1.012
0.698 -0.338 0.421
-1.544 -0.421 1.910
0.957 -0.912 -1.970
0.954 0.690 0.609
-1.263 -1.660 0.117
-0.735 -0.252 0.396
0.450 -0.268 1.299
-1.443 0.174 0.247
-0.311 -0.317 -0.588
0.340 -0.349 -0.446
0.327 0.202 0.287
-0.202 -0.721 -0.075
0.511 -0.028 -0.092
-0.173 0.123 0.110
-0.101 1.227 -0.385
-0.411 0.200 -0.094
0.158 -0.405 -0.041
0.321 0.282 -0.310
0.282 0.631 0.600
0.054 -0.073 -0.652
0.326 0.335 0.922
-0.612 -0.014 -0.386
-0.442 0.657 -1.223
0.293 -0.681 -0.600
-0.178 0.504 2.011
-0.693 -0.062 -1.035
0.428 0.092 -1.427
0.767 -1.640 1.631
0.956 2.208 0.811
0.449 0.082 -0.068
-0.220 0.054 0.070
-0.178 -0.428 -0.260
0.506 0.218 0.676
-0.179 -0.394 0.000
0.741 0.220 0.047
-0.105 0.070 -0.517
0.085 -1.126 0.007
0.088 -0.334 0.776
-0.221 -0.110 -0.344
0.017 -0.301 0.159
-0.350 0.515 -0.613
-1.015 -0.746 -0.349
-0.418 -0.012 0.392
0.078 0.570 -0.983
-0.860 -0.026 1.627
-0.414 -0.195 -1.000
-0.585 -0.289 0.846
-1.766 1.912 -0.567
1.022 -0.160 0.136
-0.370 -0.216 -0.251
0.511 1.335 -1.020
-0.326 1.193 1.005
0.816 -1.365 -1.381
0.532 -0.356 -0.360
0.183 0.069 -0.594
-0.080 0.276 0.007
0.713 -0.424 -0.167
0.368 -0.421 -0.070
0.032 -0.279 0.137
0.761 0.030 -0.800
-0.111 -0.241 0.133
-0.075 -0.233 0.701
-0.089 -0.527 0.016
0.233 0.313 0.459
0.036 -0.527 -0.383
-0.501 0.248 0.781
-0.521 0.102 0.726
0.207 -0.160 -0.027
-1.305 0.678 2.244
0.883 -0.566 -2.512
2.399 0.357 1.154
-2.015 -0.597 -1.467
-0.222 -1.405 -1.184
0.792 -1.558 1.083
-1.813 0.471 -1.376
2.260 0.426 -0.635
-2.199 -0.315 0.090
-0.189 0.285 0.508
0.298 -0.097 0.076
0.055 -0.046 -0.974
-0.915 0.678 0.413
-0.204 -0.251 0.031
0.447 0.218 -0.110
-0.176 0.079 0.747
0.479 0.960 0.275
0.582 0.540 -0.294
-0.074 -0.055 0.899
-0.441 0.064 -0.034
0.348 -0.538 0.177
0.090 -0.203 0.433
0.664 0.556 0.805
0.292 0.350 -0.386

(2)
Computed, not measured: a 4-piece molecular cluster, C24H60N2O2P overall, with ωB97M-V with the def2-TZVPD basis set.

Calculated values
HOMO level = -3.8 eV
spin multiplicity = 1
gap between HOMO and LUMO = 0.2185 hartree
net charge = -1

Atoms and positions in Å:
C (2.566230, -3.510715, 3.752476)
C (1.957747, -4.708000, 3.016918)
C (0.649945, -5.224354, 3.617789)
C (-0.469686, -4.154055, 3.660556)
N (-1.728180, -4.528391, 3.068537)
P (-3.024391, -5.312160, 4.101905)
N (-2.498759, -7.014147, 3.767568)
O (-3.992872, -5.387574, 2.670205)
C (-4.711343, -4.229370, 2.386730)
C (-4.327537, -3.126512, 3.401570)
O (-3.649761, -3.712012, 4.458366)
H (1.792842, -2.861125, 4.162704)
H (3.192314, -3.842101, 4.584845)
H (3.190955, -2.900031, 3.096338)
H (2.699408, -5.514522, 2.996120)
H (1.757301, -4.459647, 1.968323)
H (0.832079, -5.658745, 4.607046)
H (0.288906, -6.047034, 2.993786)
H (-0.087221, -3.245992, 3.165142)
H (-0.670496, -3.863489, 4.696209)
H (-1.579843, -5.062506, 2.220800)
H (-4.082700, -5.858740, 4.899665)
H (-2.167978, -5.163609, 5.253783)
H (-1.873556, -7.278603, 4.523285)
H (-1.943969, -7.075044, 2.921021)
H (-4.492339, -3.896460, 1.361251)
H (-5.791359, -4.436011, 2.433021)
H (-3.708499, -2.362904, 2.904633)
H (-5.231912, -2.629182, 3.777880)
C (2.728497, -2.080769, -2.449147)
C (1.428136, -2.637818, -3.017452)
C (0.187563, -1.869542, -2.563891)
C (-0.039898, -1.859694, -1.051583)
C (-0.152041, -3.234625, -0.398826)
C (-1.329151, -4.058898, -0.905381)
H (2.744267, -2.135700, -1.359674)
H (3.593085, -2.635069, -2.817967)
H (2.858132, -1.032036, -2.729382)
H (1.330818, -3.690552, -2.737902)
H (1.473045, -2.617994, -4.110296)
H (-0.690814, -2.289624, -3.061607)
H (0.265688, -0.832687, -2.911359)
H (-0.961058, -1.304707, -0.846094)
H (0.763080, -1.296994, -0.565091)
H (-0.268627, -3.092874, 0.679168)
H (0.779359, -3.794524, -0.534033)
H (-2.269056, -3.528909, -0.736813)
H (-1.397596, -5.008244, -0.373703)
H (-1.251257, -4.279328, -1.973049)
C (-2.055026, 1.793302, 1.402895)
C (-2.355780, 1.609557, -0.079949)
C (-1.118405, 1.716565, -0.969688)
C (-0.402391, 3.066949, -0.923925)
C (-1.269838, 4.270836, -1.287979)
C (-1.827797, 4.211169, -2.705190)
H (-1.649215, 2.785134, 1.613416)
H (-2.954247, 1.669385, 2.006701)
H (-1.326567, 1.054664, 1.744217)
H (-3.109802, 2.336826, -0.397491)
H (-2.805762, 0.625158, -0.232452)
H (-1.399388, 1.485887, -2.001816)
H (-0.409420, 0.939093, -0.672635)
H (0.452572, 3.029636, -1.609400)
H (0.019965, 3.223138, 0.072863)
H (-0.663385, 5.175303, -1.178314)
H (-2.093104, 4.371157, -0.575121)
H (-1.020133, 4.131996, -3.437679)
H (-2.406727, 5.105204, -2.942290)
H (-2.482566, 3.349222, -2.842510)
C (3.589009, 4.320386, -1.781901)
C (2.627702, 5.446525, -1.420567)
C (1.853605, 5.993312, -2.618896)
C (2.713788, 6.610122, -3.722814)
C (3.622847, 7.749600, -3.264015)
C (2.864609, 8.937385, -2.682635)
H (4.358901, 4.654537, -2.479990)
H (4.094095, 3.931892, -0.896908)
H (3.054688, 3.490264, -2.250224)
H (3.176555, 6.255365, -0.928724)
H (1.907542, 5.080057, -0.683954)
H (1.128281, 6.732037, -2.265727)
H (1.261601, 5.179095, -3.050329)
H (2.051114, 6.980404, -4.511864)
H (3.327281, 5.832667, -4.186231)
H (4.219499, 8.084304, -4.116906)
H (4.338220, 7.377118, -2.525034)
H (2.156552, 9.340757, -3.410535)
H (3.545044, 9.741012, -2.397703)
H (2.298590, 8.656602, -1.793089)

Force components x, y, z for each atom (eV/Å):
0.005 -0.017 0.036
0.062 -0.099 -0.059
0.004 -0.028 -0.005
-0.054 -0.001 -0.031
0.042 0.035 -0.100
0.089 -0.074 -0.101
0.024 0.043 0.058
-0.058 -0.013 0.036
0.003 0.015 -0.035
0.063 0.032 -0.071
-0.194 -0.049 0.112
0.001 0.021 -0.033
-0.057 0.007 0.030
0.029 -0.054 0.005
-0.042 -0.005 -0.076
0.036 0.165 0.062
-0.028 0.071 0.025
0.038 -0.033 0.046
0.029 -0.013 -0.012
0.013 0.038 -0.016
-0.050 0.010 -0.026
0.006 0.017 0.042
0.013 -0.016 0.009
0.023 -0.014 0.005
-0.025 0.004 -0.033
-0.005 0.036 0.014
0.019 -0.042 0.043
0.056 -0.029 0.012
0.001 0.047 -0.040
0.002 -0.001 0.008
-0.003 -0.008 -0.006
-0.008 0.013 -0.006
-0.033 0.023 0.013
-0.023 -0.024 0.096
-0.007 -0.017 -0.006
0.003 -0.008 -0.001
0.000 0.005 -0.009
-0.005 0.002 0.010
-0.010 0.002 0.001
0.008 -0.003 0.001
-0.003 -0.003 0.008
0.003 -0.003 -0.007
0.000 -0.008 0.009
0.000 0.001 0.000
0.007 -0.043 0.004
0.008 0.013 -0.003
-0.002 -0.003 -0.002
-0.016 0.004 0.005
0.020 0.005 0.001
0.003 0.008 0.005
-0.005 -0.010 -0.004
0.009 -0.016 -0.017
0.003 0.009 0.010
0.055 0.044 -0.008
-0.006 -0.008 -0.001
-0.006 0.002 0.000
0.001 -0.011 -0.001
0.005 0.005 -0.002
0.003 -0.001 -0.007
-0.005 0.002 0.006
0.008 0.000 -0.002
0.016 0.013 -0.012
-0.003 0.006 0.003
-0.002 -0.011 0.004
-0.032 0.014 -0.005
0.012 -0.025 0.016
-0.006 -0.012 -0.001
0.008 0.006 -0.001
-0.002 0.003 0.003
0.007 0.002 -0.004
-0.007 0.005 0.010
-0.061 -0.019 0.022
0.015 -0.021 -0.006
0.010 -0.005 0.002
-0.004 0.000 0.006
0.003 0.001 0.005
-0.008 -0.005 0.002
0.003 0.004 -0.008
-0.005 0.004 -0.003
0.007 -0.002 0.001
0.000 0.003 -0.010
0.000 0.012 -0.011
0.005 0.006 -0.001
-0.005 -0.006 0.003
0.002 0.007 0.004
-0.001 -0.008 -0.005
-0.007 -0.005 0.005
0.001 0.002 -0.009
0.006 0.001 0.003